1.
{"formula": "CH10O5", "method": "wB97M-V/def2-TZVPD", "species": ["O", "C", "H", "H", "H", "H", "O", "H", "H", "O", "H", "H", "O", "H", "H", "O"], "coordinates": [[-0.64, -2.21, 1.47], [-1.11, -1.17, 1.81], [-0.53, -0.30, 2.06], [-2.18, -0.96, 1.69], [1.08, -1.58, 0.75], [1.66, -1.50, -0.80], [1.35, -1.06, 0.00], [1.28, 2.31, 0.28], [1.99, 0.93, 0.52], [2.08, 1.80, 0.14], [-2.82, 0.34, -1.84], [-1.43, 0.68, -1.06], [-2.39, 0.47, -0.98], [0.91, 1.43, -1.27], [0.52, 0.00, -1.17], [0.22, 0.81, -1.62]], "mulliken_spin": [0.442, -0.013, 0.053, 0.077, 0.000, 0.000, 0.011, 0.000, 0.000, 0.000, -0.012, -0.015, 0.457, 0.000, 0.000, 0.000], "spin_multiplicity": 2, "charge": 1, "homo_lumo_gap_ev": [9.350, 3.865], "max_force_ha_per_bohr": 0.039, "e_lumo_ev": [-5.8557, -11.1584], "de_lowest_ev": 1.3676, "energy_ha": -419.8577, "molar_mass_g_mol": 102.09}


2.
{"formula": "CH11GaN3O4P2", "method": "wB97M-V/def2-TZVPD", "species": ["N", "P", "Ga", "O", "P", "N", "O", "H", "H", "H", "H", "H", "H", "H", "H", "C", "N", "O", "O", "H", "H", "H"], "coordinates": [[0.69, -0.40, -3.71], [0.68, -1.60, -2.65], [0.13, -0.89, -0.42], [-0.64, -2.32, 0.51], [2.26, -0.31, 0.50], [2.48, 1.10, -0.45], [3.30, -1.39, -0.35], [1.52, -0.40, -4.30], [1.91, -2.32, -2.60], [-0.10, -2.74, -3.04], [-0.82, 0.37, -0.59], [-0.78, -2.04, 1.42], [3.44, 1.41, -0.48], [2.12, 1.06, -1.40], [3.00, -2.30, -0.23], [-3.26, 2.17, 2.34], [-2.08, 1.39, 2.81], [-1.51, 1.78, 3.82], [-1.78, 0.44, 2.14], [-3.42, 3.00, 3.02], [-3.03, 2.50, 1.33], [-4.10, 1.49, 2.31]], "mulliken_charge": [-0.722, 0.244, 0.160, -0.659, 0.067, -0.603, -0.502, 0.180, -0.009, 0.021, -0.219, 0.244, 0.244, 0.293, 0.266, -0.722, 0.857, -0.551, -0.441, 0.289, 0.291, 0.273], "charge": -1, "homo_lumo_gap_ev": 6.223, "max_force_ha_per_bohr": 0.008, "e_lumo_ev": 2.7397, "energy_ha": -3117.3746, "molar_mass_g_mol": 260.79}


3.
{"formula": "CH11N3O3", "method": "wB97M-V/def2-TZVPD", "species": ["N", "C", "N", "N", "H", "H", "H", "H", "H", "O", "H", "H", "O", "H", "H", "O", "H", "H"], "coordinates": [[-0.61, 0.17, -0.19], [-0.38, -1.07, 0.00], [0.79, -1.59, 0.58], [-1.25, -2.00, -0.54], [0.00, 0.85, 0.25], [1.44, -2.09, 0.01], [1.18, -1.06, 1.34], [-2.02, -1.66, -1.09], [-1.24, -2.93, -0.17], [1.05, 2.13, 1.44], [1.70, 2.22, 2.14], [0.31, 2.70, 1.73], [-3.85, 0.78, -1.25], [-3.01, 0.46, -0.90], [-3.72, 1.45, -1.92], [3.45, 0.69, -0.23], [3.26, 1.02, -1.11], [2.89, -0.07, -0.08]], "mulliken_charge": [-0.578, 0.401, -0.493, -0.363, 0.266, 0.228, 0.260, 0.178, 0.220, -0.617, 0.301, 0.285, -0.699, 0.331, 0.309, -0.637, 0.314, 0.294], "smiles": "N=C(N)N.O.O.O", "homo_lumo_gap_ev": 9.411, "max_force_ha_per_bohr": 0.032, "e_lumo_ev": 0.5307, "de_lowest_ev": 0.9854, "energy_ha": -434.6845, "molar_mass_g_mol": 113.12}


4.
{"formula": "CH11N3O3", "method": "wB97M-V/def2-TZVPD", "species": ["N", "C", "N", "N", "H", "H", "H", "H", "H", "O", "H", "H", "O", "H", "H", "O", "H", "H"], "coordinates": [[-1.80, -0.42, -0.39], [-0.60, 0.25, -0.54], [-0.52, 1.57, -0.02], [0.41, -0.28, -1.24], [-2.37, 0.28, 0.05], [0.41, 1.67, 0.32], [-1.17, 1.88, 0.73], [0.10, -0.83, -2.01], [1.26, 0.30, -1.44], [1.09, 1.94, 3.63], [1.33, 1.43, 2.86], [1.35, 1.31, 4.31], [-1.39, -2.02, -2.89], [-1.77, -2.37, -3.75], [-1.91, -1.34, -2.42], [1.95, -0.67, 1.00], [2.50, -1.48, 1.08], [1.13, -1.21, 0.72]], "mulliken_charge": [-0.813, 0.657, -0.558, -0.390, 0.130, 0.279, 0.281, 0.313, 0.210, -0.641, 0.312, 0.315, -0.726, 0.316, 0.338, -0.634, 0.296, 0.316], "smiles": "N=C(N)N.O.O.O", "homo_lumo_gap_ev": 9.336, "max_force_ha_per_bohr": 0.124, "e_lumo_ev": 0.4975, "de_lowest_ev": 1.4566, "energy_ha": -434.6672, "molar_mass_g_mol": 113.12}


5.
{"formula": "CH11NO4", "method": "wB97M-V/def2-TZVPD", "species": ["N", "C", "O", "H", "H", "H", "H", "H", "O", "H", "H", "O", "H", "H", "O", "H", "H"], "coordinates": [[-0.25, -1.88, 2.31], [-1.37, -1.40, 1.55], [-1.15, -1.16, 0.20], [0.50, -1.22, 2.41], [-0.54, -2.23, 3.21], [-1.91, -0.58, 2.05], [-2.15, -2.18, 1.61], [-0.28, -1.40, -0.13], [2.40, -0.05, -0.08], [2.30, 0.79, -0.55], [2.41, 0.32, 0.79], [-1.21, 0.85, -1.91], [-1.47, 0.21, -2.57], [-1.42, 0.42, -1.06], [1.27, 3.12, -1.58], [1.51, 2.41, -2.19], [0.33, 3.19, -1.80]], "mulliken_charge": [-0.529, -0.242, -0.520, 0.176, 0.219, 0.297, 0.253, 0.331, -0.632, 0.326, 0.298, -0.629, 0.286, 0.376, -0.646, 0.322, 0.314], "smiles": "NCO.O.O.O", "homo_lumo_gap_ev": 10.192, "max_force_ha_per_bohr": 0.041, "e_lumo_ev": 0.6120, "de_lowest_ev": 0.9284, "energy_ha": -400.3874, "molar_mass_g_mol": 101.10}


6.
{"formula": "CH11NO4", "method": "wB97M-V/def2-TZVPD", "species": ["N", "C", "O", "H", "H", "H", "H", "H", "O", "H", "H", "O", "H", "H", "O", "H", "H"], "coordinates": [[1.51, -0.76, 1.00], [1.56, -1.34, -0.31], [0.42, -1.89, -0.98], [1.08, 0.15, 1.06], [1.05, -1.33, 1.69], [2.04, -0.62, -0.97], [2.21, -2.21, -0.19], [-0.29, -1.26, -0.98], [-1.76, -0.06, 2.16], [-1.86, -0.92, 2.46], [-1.29, 0.57, 2.68], [-0.18, 1.09, -2.06], [-0.84, 1.23, -2.73], [0.37, 0.33, -2.28], [-1.03, 2.51, 0.17], [-0.47, 2.00, -0.44], [-1.63, 1.78, 0.38]], "mulliken_charge": [-0.497, -0.424, -0.542, 0.250, 0.238, 0.363, 0.303, 0.321, -0.596, 0.272, 0.322, -0.629, 0.296, 0.317, -0.644, 0.341, 0.306], "smiles": "NCO.O.O.O", "homo_lumo_gap_ev": 10.468, "max_force_ha_per_bohr": 0.071, "e_lumo_ev": 0.4820, "de_lowest_ev": 0.9301, "energy_ha": -400.3874, "molar_mass_g_mol": 101.10}


7.
{"formula": "CH11NO4", "method": "wB97M-V/def2-TZVPD", "species": ["N", "C", "O", "H", "H", "H", "H", "H", "H", "H", "O", "H", "H", "O", "H", "H", "O"], "coordinates": [[0.00, 0.51, -1.46], [-1.36, 0.00, -1.61], [-1.97, 0.48, -0.44], [-0.02, 1.46, -1.07], [0.60, -0.10, -0.86], [-1.81, 0.48, -2.48], [-1.32, -1.08, -1.59], [-2.88, 0.77, -0.56], [0.75, -1.57, 0.85], [1.85, -1.39, -0.16], [1.08, -1.96, 0.02], [-0.77, 0.84, 2.53], [-0.91, 0.34, 1.07], [-0.36, 0.28, 1.86], [1.93, 0.88, 0.99], [2.61, -0.10, 1.92], [2.57, 0.15, 0.99]], "mulliken_spin": [0.881, -0.007, 0.124, -0.024, -0.023, 0.025, 0.012, -0.001, 0.000, 0.000, 0.013, 0.000, -0.003, 0.003, 0.000, 0.000, 0.000], "spin_multiplicity": 2, "charge": 1, "homo_lumo_gap_ev": [11.735, 5.957], "max_force_ha_per_bohr": 0.043, "e_lumo_ev": [-3.5721, -9.3436], "de_lowest_ev": 0.1713, "energy_ha": -400.0517, "molar_mass_g_mol": 101.10}


8.
{"formula": "CH11NO5", "method": "wB97M-V/def2-TZVPD", "species": ["C", "N", "O", "H", "H", "H", "H", "H", "O", "H", "H", "O", "H", "H", "O", "H", "H", "O"], "coordinates": [[1.13, 1.82, -1.07], [-0.10, 2.19, -0.62], [2.16, 2.43, -0.83], [1.13, 1.05, -1.84], [-0.93, 1.63, -0.89], [-0.41, 3.02, -0.09], [2.73, -1.38, -0.87], [1.45, -1.63, 0.17], [1.99, -1.05, -0.39], [-1.18, -0.27, -0.90], [0.04, -1.02, -1.25], [-0.92, -1.13, -1.31], [-2.80, -0.74, 0.68], [-2.96, 0.02, 1.89], [-2.23, -0.16, 1.22], [0.05, -2.04, 2.55], [0.23, -0.94, 1.72], [0.62, -1.81, 1.81]], "mulliken_spin": [0.279, 0.369, -0.090, -0.042, -0.193, -0.041, -0.022, -0.049, 0.146, 0.053, 0.077, 0.024, -0.095, -0.042, 0.289, -0.147, 0.027, 0.458], "spin_multiplicity": 2, "charge": -1, "homo_lumo_gap_ev": [3.017, 10.253], "max_force_ha_per_bohr": 0.045, "e_lumo_ev": [3.3927, 3.2921], "de_lowest_ev": 0.0920, "energy_ha": -475.6237, "molar_mass_g_mol": 117.10}


9.
{"formula": "CH11NO6", "method": "wB97M-V/def2-TZVPD", "species": ["N", "C", "O", "O", "H", "H", "H", "O", "H", "H", "O", "H", "H", "O", "H", "H", "O", "H", "H"], "coordinates": [[-0.71, 1.37, 0.14], [-0.61, 0.64, 1.27], [-1.48, -0.09, 1.70], [0.62, 0.77, 1.87], [-1.55, 1.51, -0.38], [0.12, 1.80, -0.23], [1.14, 0.00, 1.62], [2.24, -1.38, 0.37], [2.87, -0.82, -0.09], [2.07, -2.14, -0.19], [-0.74, 0.16, -2.49], [-0.74, 0.09, -3.44], [-1.43, -0.35, -2.03], [1.89, 1.05, -1.16], [1.79, 1.71, -1.87], [1.22, 0.40, -1.45], [-1.68, -2.02, -0.55], [-2.02, -1.57, 0.24], [-1.56, -2.97, -0.38]], "mulliken_charge": [-0.257, 0.626, -0.661, -0.467, 0.187, 0.277, 0.306, -0.621, 0.311, 0.294, -0.591, 0.263, 0.319, -0.661, 0.307, 0.351, -0.610, 0.353, 0.273], "smiles": "NC(=O)O.O.O.O.O", "homo_lumo_gap_ev": 10.322, "max_force_ha_per_bohr": 0.025, "e_lumo_ev": 0.2748, "de_lowest_ev": 0.4102, "energy_ha": -550.9317, "molar_mass_g_mol": 133.10}


10.
{"formula": "CH11O5", "method": "wB97M-V/def2-TZVPD", "species": ["C", "O", "H", "H", "H", "H", "H", "O", "H", "H", "O", "H", "H", "O", "H", "H", "O"], "coordinates": [[0.86, -0.98, -1.63], [0.19, 0.21, -1.65], [1.30, -1.25, -2.64], [1.80, -1.00, -0.98], [0.25, -1.84, -1.19], [-0.21, 1.19, -0.50], [-0.30, 2.70, -0.07], [-0.52, 1.82, 0.24], [-1.44, -0.80, -1.39], [-1.71, -2.10, -1.76], [-2.14, -1.25, -1.96], [-0.34, -0.24, 1.48], [0.92, -0.34, 0.66], [0.60, -0.40, 1.56], [0.41, 0.69, 3.11], [0.29, 2.16, 3.08], [0.04, 1.42, 3.66]], "mulliken_charge": [-0.722, -0.855, 0.144, 0.267, 0.190, 0.432, 0.235, -0.677, 0.362, 0.318, -0.650, 0.380, 0.290, -0.729, 0.380, 0.301, -0.666], "charge": -1, "homo_lumo_gap_ev": 8.114, "max_force_ha_per_bohr": 0.047, "e_lumo_ev": 3.9787, "de_lowest_ev": 1.1869, "energy_ha": -420.9072, "molar_mass_g_mol": 103.09}


11.
{"formula": "CH11O5", "method": "wB97M-V/def2-TZVPD", "species": ["C", "O", "H", "H", "H", "H", "H", "O", "H", "H", "O", "H", "H", "O", "H", "H", "O"], "coordinates": [[-3.06, -0.17, -0.66], [-3.50, -0.19, 0.67], [-2.04, 0.19, -0.65], [-3.73, 0.44, -1.33], [-3.03, -1.17, -1.13], [2.33, 1.05, 0.36], [3.60, 1.44, 0.97], [3.07, 1.70, 0.21], [-2.75, -0.24, 1.31], [0.25, -0.45, -0.36], [0.61, -0.03, 0.42], [3.26, -1.04, -2.48], [3.49, 0.24, -1.58], [3.87, -0.60, -1.89], [-0.68, -0.68, 2.81], [-0.46, -0.16, 1.25], [-1.22, -0.33, 2.07]], "mulliken_charge": [-0.382, -0.582, 0.095, 0.187, 0.184, 0.357, 0.325, -0.661, 0.500, 0.167, -1.011, 0.297, 0.350, -0.657, 0.229, 0.433, -0.831], "charge": -1, "homo_lumo_gap_ev": 8.655, "max_force_ha_per_bohr": 0.021, "e_lumo_ev": 3.8248, "de_lowest_ev": 0.7890, "energy_ha": -420.9218, "molar_mass_g_mol": 103.09}


12.
{"formula": "CH11O7V", "method": "wB97M-V/def2-TZVPD", "species": ["O", "V", "O", "C", "O", "H", "H", "H", "O", "H", "H", "O", "H", "H", "O", "H", "H", "O", "H", "H"], "coordinates": [[2.13, -0.20, -0.90], [0.76, 0.30, -0.25], [-0.44, 0.01, -1.29], [-0.56, -2.61, 0.88], [0.15, -1.40, 1.20], [-0.17, -3.43, 1.49], [-1.64, -2.67, 1.01], [-0.48, -2.85, -0.18], [-0.98, 1.45, 1.38], [-0.96, 0.85, 2.12], [-1.79, 1.94, 1.49], [0.99, 2.42, -1.15], [0.80, 2.56, -2.08], [1.01, 3.31, -0.78], [1.88, 1.24, 1.53], [1.87, 2.05, 2.04], [2.29, 0.60, 2.11], [-1.92, -1.20, -3.11], [-1.67, -0.49, -2.52], [-1.24, -1.87, -2.98]], "mulliken_charge": [-0.585, 1.327, -0.795, -0.699, -0.541, 0.269, 0.278, 0.202, -0.483, 0.332, 0.243, -0.401, 0.287, 0.282, -0.404, 0.281, 0.303, -0.631, 0.455, 0.280], "homo_lumo_gap_ev": 7.704, "max_force_ha_per_bohr": 0.064, "e_lumo_ev": -0.5979, "de_lowest_ev": 0.5946, "energy_ha": -1515.3548, "molar_mass_g_mol": 186.04}


13.
{"formula": "CH12F3NaO9S", "method": "wB97M-V/def2-TZVPD", "species": ["Na", "C", "F", "F", "F", "S", "O", "O", "O", "O", "H", "H", "O", "H", "H", "O", "H", "H", "O", "H", "H", "O", "H", "H", "O", "H", "H"], "coordinates": [[0.51, -0.05, 0.57], [-2.59, 0.66, -2.38], [-2.75, -0.09, -1.29], [-2.44, -0.14, -3.43], [-3.72, 1.37, -2.58], [-1.16, 1.88, -2.18], [-0.93, 2.40, -3.52], [-1.68, 2.87, -1.24], [-0.11, 1.02, -1.67], [-1.65, -0.12, 1.93], [-2.15, -0.94, 2.03], [-2.32, 0.56, 1.81], [2.69, -0.50, -0.21], [3.27, -1.25, -0.01], [3.15, 0.26, 0.17], [2.10, 0.02, 2.70], [1.83, -0.32, 3.57], [2.78, 0.67, 2.89], [0.52, 2.41, 1.70], [1.17, 2.63, 2.37], [-0.30, 2.83, 1.99], [0.76, -2.09, -2.18], [1.06, -2.39, -1.32], [0.61, -2.89, -2.69], [0.46, -2.54, 0.93], [-0.11, -3.01, 1.54], [1.01, -3.23, 0.53]], "mulliken_charge": [0.715, 0.595, -0.224, -0.230, -0.251, 1.076, -0.658, -0.687, -0.615, -0.531, 0.271, 0.302, -0.505, 0.271, 0.272, -0.457, 0.262, 0.271, -0.486, 0.261, 0.287, -0.494, 0.240, 0.278, -0.478, 0.243, 0.273], "homo_lumo_gap_ev": 7.302, "max_force_ha_per_bohr": 0.027, "e_lumo_ev": -0.9812, "de_lowest_ev": 1.0897, "energy_ha": -1582.6148, "molar_mass_g_mol": 280.15}


14.
{"formula": "CH12NO4", "method": "wB97M-V/def2-TZVPD", "species": ["C", "N", "H", "H", "H", "H", "H", "H", "O", "H", "H", "O", "H", "H", "O", "H", "H", "O"], "coordinates": [[-1.36, -1.55, -0.96], [-0.35, -1.92, -0.25], [-2.35, -1.48, -0.55], [-1.20, -1.40, -2.02], [-0.21, -1.46, 0.65], [0.47, -2.15, -0.82], [0.51, -4.16, -2.49], [1.52, -4.57, -1.39], [1.07, -3.82, -1.79], [0.68, 0.97, 1.41], [-0.72, 1.26, 1.12], [-0.06, 0.57, 0.94], [1.36, 3.43, 0.44], [2.56, 3.56, -0.46], [2.14, 2.93, 0.14], [-2.05, 3.20, 2.55], [-1.91, 3.91, 1.25], [-1.66, 3.08, 1.67]], "mulliken_charge": [-0.129, -0.094, 0.290, 0.279, 0.347, 0.306, 0.325, 0.330, -0.658, 0.314, 0.333, -0.641, 0.307, 0.314, -0.617, 0.318, 0.316, -0.640], "charge": 1, "homo_lumo_gap_ev": 8.994, "max_force_ha_per_bohr": 0.045, "e_lumo_ev": -5.1122, "de_lowest_ev": 1.2015, "energy_ha": -400.7353, "molar_mass_g_mol": 102.11}